# C4H7FS

A single C4H7FS molecule (ωB97M-V with the def2-TZVPD basis set, OMol25).

```
13
Properties=species:S:1:pos:R:3
C 2.144 0.833 0.035
C -0.312 -0.199 0.308
C -1.416 -1.209 0.212
C -1.483 -0.016 -0.642
H 2.249 0.808 1.124
H 3.085 0.682 -0.383
H 1.720 1.761 -0.312
H -0.265 0.396 1.204
H -1.167 -2.215 -0.204
H -2.243 -1.163 0.939
H -1.248 0.051 -1.710
F -2.308 0.943 -0.185
S 1.244 -0.673 -0.385
```

The calculation puts the energy relative to the best compared isomer or geometry (same formula, charge and spin) at 150.1 kJ/mol. For the largest force on an atom, the calculation gives 2.2 eV Å⁻¹. As for the total charge: 0. The HOMO-LUMO gap comes out at 9.42 eV. The HOMO energy comes out at -8.46 eV.

***

# C4H10N2

A single C4H10N2 molecule (ωB97M-V with the def2-TZVPD basis set, OMol25).

```
16
Properties=species:S:1:pos:R:3
C 1.578 0.634 -0.080
C 0.725 -0.275 -1.028
C -0.596 -0.674 -0.354
C -1.662 0.203 -0.226
N -2.888 -0.051 0.410
N 2.011 -0.147 1.062
H 0.992 1.530 0.152
H 2.463 1.068 -0.696
H 0.649 0.325 -2.001
H 1.325 -1.193 -1.127
H -0.587 -1.654 0.111
H -1.651 1.080 -0.844
H -3.215 -0.904 0.805
H -3.407 0.716 0.769
H 1.373 -0.723 1.598
H 2.888 0.063 1.449
```

The calculation puts the energy relative to the best compared isomer or geometry (same formula, charge and spin) at 152.0 kJ/mol. For the largest force on an atom, the calculation gives 3.3 eV Å⁻¹. As for the total charge: 0. The HOMO-LUMO gap comes out at 8.95 eV. The HOMO energy comes out at -7.75 eV.

***

# C45H50ClCoN12O3

C45H50ClCoN12O3 as an isolated structure (ωB97M-V with the def2-TZVPD basis set, OMol25).

```
112
Properties=species:S:1:pos:R:3
Co -0.062 2.453 -0.864
C -5.857 -6.129 8.001
O -6.080 -6.021 6.567
C -5.354 -5.219 5.888
C -5.829 -4.954 4.490
C -5.151 -4.077 3.800
C -4.053 -3.296 4.252
C -3.638 -3.494 5.598
C -4.333 -4.361 6.484
C -3.390 -2.363 3.409
N -3.519 -2.381 2.117
C -2.696 -1.284 1.714
C -2.150 -0.578 2.773
N -2.680 -1.318 3.880
C -1.365 0.557 2.705
C -0.907 1.335 3.785
C -0.174 2.412 3.492
C 0.166 2.716 2.185
N -0.238 2.008 1.129
C -0.989 0.930 1.394
C -1.466 0.180 0.242
N -1.115 0.650 -1.026
C -1.556 -0.020 -2.096
C -2.424 -1.101 -1.971
C -2.923 -1.463 -0.783
C -2.382 -0.905 0.400
H -6.307 -7.102 8.275
H -6.360 -5.291 8.433
H -4.829 -6.273 8.304
H -6.696 -5.654 4.130
H -5.513 -3.732 2.729
H -2.760 -2.818 5.985
H -4.158 -4.533 7.475
H -2.597 -1.134 4.860
H -1.197 0.937 4.722
H 0.335 3.006 4.234
H 0.886 3.516 2.010
H -1.223 0.361 -3.082
H -2.638 -1.491 -2.916
H -3.662 -2.230 -0.654
C 7.118 -0.159 -1.737
C 6.389 -1.502 -1.933
C 5.737 -2.105 -0.670
C 7.410 -2.581 -2.486
C 5.252 -1.335 -3.014
O 5.832 -1.048 -4.277
C 4.439 -2.634 -3.349
C 2.932 -2.821 -3.027
C 2.507 -3.395 -1.763
C 1.983 -2.519 -0.772
C 1.556 -2.982 0.425
C 1.586 -4.332 0.679
Cl 0.887 -4.805 2.250
C 2.038 -5.222 -0.226
C 2.454 -4.736 -1.446
C 4.348 -0.063 -3.017
N 3.430 0.307 -1.950
C 2.305 0.961 -2.150
N 1.817 1.455 -1.000
C 2.729 1.060 -0.102
N 3.761 0.430 -0.631
H 8.091 -0.309 -1.248
H 6.525 0.471 -1.086
H 7.345 0.360 -2.682
H 6.635 -2.544 -0.128
H 5.118 -2.955 -0.911
H 5.258 -1.346 -0.098
H 8.195 -2.645 -1.703
H 7.908 -2.301 -3.428
H 6.923 -3.532 -2.564
H 6.807 -0.919 -4.216
H 4.991 -3.462 -2.975
H 4.457 -2.615 -4.458
H 2.507 -3.432 -3.825
H 2.435 -1.848 -3.136
H 1.905 -1.444 -0.984
H 1.128 -2.295 1.162
H 1.923 -6.284 -0.023
H 2.872 -5.463 -2.125
H 3.777 -0.050 -3.963
H 5.043 0.736 -3.099
H 1.826 1.034 -3.116
H 2.676 1.258 0.972
C -1.997 7.016 -1.751
C -2.785 6.365 -0.646
N -3.473 5.174 -0.977
C -4.898 5.396 -1.140
C -5.249 6.037 -2.489
C -2.922 4.000 -0.884
C -3.781 2.774 -0.922
N -1.640 3.812 -0.734
H -1.406 7.787 -1.331
H -2.687 7.296 -2.541
H -1.379 6.243 -2.229
H -3.577 7.075 -0.426
H -2.206 6.190 0.249
H -5.173 6.106 -0.366
H -5.423 4.437 -1.078
H -4.741 6.995 -2.739
H -6.306 6.220 -2.595
H -4.880 5.304 -3.214
H -4.537 2.805 -0.139
H -3.070 1.927 -0.796
H -4.311 2.622 -1.842
H -1.107 4.655 -0.866
O 0.092 3.019 -2.930
N 1.112 3.461 -3.622
C 2.008 4.141 -2.920
C 1.750 4.360 -1.505
N 1.387 4.473 -0.426
C 3.143 4.746 -3.530
N 4.080 5.333 -3.856
```

Its multiplicity is 5. The calculation puts the energy relative to the best compared isomer or geometry (same formula, charge and spin) at 282.4 kJ/mol. For the largest force on an atom, the calculation gives 5.9 eV Å⁻¹. As for the total charge: +2. The HOMO-LUMO gap (alpha / beta) comes out at 6.86 / 3.66 eV. The expectation value of S² is 6.0418. The HOMO energy (alpha / beta) comes out at -12.52 / -12.52 eV.

***

# C9H15N5

A 2-piece molecular cluster, C9H15N5 overall (ωB97M-V with the def2-TZVPD basis set, OMol25).

```
29
Properties=species:S:1:pos:R:3
C -1.911 -1.154 -0.824
C -2.872 0.657 0.452
C -0.637 -0.617 -0.760
C -1.621 1.207 0.552
C -3.011 -0.622 -0.154
C -0.476 0.574 -0.015
C 3.016 -1.376 -0.755
C -4.362 -1.181 -0.385
C 2.118 3.174 0.366
N 3.728 -1.279 -1.673
N 2.780 -1.429 0.483
N 0.765 1.151 -0.091
N 3.243 -2.308 1.376
N 0.840 2.370 0.288
H -2.254 -2.034 -1.359
H -3.770 1.050 0.859
H 0.238 -1.130 -1.261
H -1.499 2.200 1.071
H -4.439 -2.025 0.412
H -5.225 -0.457 -0.358
H -4.239 -1.741 -1.300
H 2.776 2.803 -0.333
H 1.971 4.286 0.381
H 2.661 3.010 1.381
H 3.746 -1.301 -2.650
H 1.866 -1.001 0.830
H 4.108 -2.829 1.220
H 2.506 -2.918 1.679
H -0.047 2.919 0.566
```

The calculation puts the energy relative to the best compared isomer or geometry (same formula, charge and spin) at 335.2 kJ/mol. For the largest force on an atom, the calculation gives 4.5 eV Å⁻¹. As for the total charge: +2. The HOMO-LUMO gap comes out at 7.45 eV. The HOMO energy comes out at -16.11 eV.

***

# C4H6N2O

A 2-piece molecular cluster, C4H6N2O overall (ωB97M-V with the def2-TZVPD basis set, OMol25).

```
13
Properties=species:S:1:pos:R:3
N -1.851 1.023 -0.534
C -0.589 0.520 -0.375
C -0.224 -0.860 -0.653
O -0.593 -1.733 0.242
N 1.170 -0.914 -0.755
C 1.455 -0.088 0.379
C 0.492 0.982 0.331
H -2.566 0.319 -0.670
H -2.123 1.761 0.100
H 0.370 -1.234 1.065
H 1.467 -1.875 -0.629
H 2.489 0.079 0.679
H 0.538 1.874 0.946
```

The calculation puts the energy relative to the best compared isomer or geometry (same formula, charge and spin) at 471.5 kJ/mol. For the largest force on an atom, the calculation gives 0.4 eV Å⁻¹. As for the total charge: 0. The HOMO-LUMO gap comes out at 8.14 eV. The HOMO energy comes out at -7.85 eV.

***

# C13H31B4O10PS2

A 3-piece molecular cluster, C13H31B4O10PS2 overall (ωB97M-V with the def2-TZVPD basis set, OMol25).

```
61
Properties=species:S:1:pos:R:3
C -1.799 -1.442 1.782
C -0.516 -0.941 2.155
C 0.876 -0.109 2.565
B 0.477 1.493 2.864
O 0.104 1.978 4.207
B -0.417 3.356 4.189
B -1.060 3.968 5.620
C -0.060 4.797 6.654
O -2.486 3.847 5.991
O -0.484 4.269 3.033
B -0.377 3.512 1.772
P -1.463 4.031 0.235
C -0.166 4.073 -1.203
C -2.715 2.612 0.018
C -3.680 2.715 -1.306
O 0.579 2.393 1.665
H -2.981 -1.527 1.645
H 1.613 -0.196 1.630
H 1.319 -0.632 3.529
H 1.036 4.410 6.493
H -0.423 4.716 7.784
H -0.057 5.933 6.297
H -3.090 4.269 5.304
H 0.019 2.971 -1.550
H 0.839 4.457 -0.688
H -0.436 4.826 -2.057
H -3.443 2.629 0.965
H -2.135 1.596 -0.016
H -4.289 3.740 -1.312
H -3.141 2.524 -2.328
H -4.505 1.868 -1.168
O -1.213 -0.245 -1.916
S -0.220 0.137 -2.897
O -0.351 1.336 -3.697
O 0.058 -1.126 -3.889
C -1.045 -1.731 -4.548
C -1.504 -0.902 -5.733
C 1.372 0.158 -2.113
H -1.867 -1.911 -3.848
H -0.706 -2.709 -4.906
H -1.939 0.047 -5.404
H -2.262 -1.439 -6.310
H -0.661 -0.661 -6.388
H 1.503 -0.770 -1.551
H 1.404 1.014 -1.435
H 2.143 0.261 -2.879
O 2.857 -2.844 -0.902
S 1.938 -3.893 -0.516
O 1.476 -4.047 0.847
O 2.517 -5.324 -1.037
C 3.837 -5.699 -0.672
C 3.894 -6.198 0.760
C 0.521 -3.825 -1.583
H 4.536 -4.872 -0.831
H 4.137 -6.510 -1.344
H 3.693 -5.388 1.467
H 4.883 -6.608 0.988
H 3.139 -6.972 0.932
H 0.860 -3.765 -2.619
H -0.054 -2.933 -1.324
H -0.086 -4.718 -1.423
```

For the largest force on an atom, the calculation gives 10.0 eV Å⁻¹. As for the total charge: 0. The HOMO-LUMO gap comes out at 8.30 eV. The HOMO energy comes out at -7.97 eV.

***

# C4H8N2O2

C4H8N2O2 as an isolated structure (ωB97M-V with the def2-TZVPD basis set, OMol25).

```
16
Properties=species:S:1:pos:R:3
C -0.511 -0.545 -0.728
C -1.043 0.323 -1.864
C -0.161 0.748 1.149
N 0.089 0.280 2.422
C 1.898 -0.691 -0.154
O -1.197 -0.389 0.468
N 0.829 -0.032 -0.297
O -0.266 1.920 0.877
H -0.440 -1.594 -1.050
H -0.092 0.967 3.141
H -0.273 -0.642 2.617
H -0.471 0.172 -2.785
H -2.089 0.064 -2.041
H -1.015 1.378 -1.589
H 1.970 -1.735 -0.470
H 2.771 -0.224 0.304
```

The calculation puts the energy relative to the best compared isomer or geometry (same formula, charge and spin) at 312.9 kJ/mol. For the largest force on an atom, the calculation gives 3.7 eV Å⁻¹. As for the total charge: 0. The HOMO-LUMO gap comes out at 9.70 eV. The HOMO energy comes out at -9.52 eV.

***

# C14H40CuN2O9P

C14H40CuN2O9P as an isolated structure (ωB97M-V with the def2-TZVPD basis set, OMol25).

```
67
Properties=species:S:1:pos:R:3
Cu -0.544 8.065 -7.764
P -0.910 9.833 -5.821
O -0.452 11.178 -6.504
O 0.304 8.828 -5.789
O -2.069 9.260 -6.702
O -1.268 10.173 -4.324
C 4.808 9.433 -6.960
C 3.335 9.047 -7.239
O 2.774 8.371 -6.146
H 5.193 10.086 -7.744
H 5.404 8.523 -6.899
H 4.915 9.943 -6.002
H 3.184 8.606 -8.224
H 2.774 9.979 -7.303
H 1.841 8.599 -6.168
C 0.649 10.033 -11.203
C 0.256 10.675 -9.886
O 0.716 10.035 -8.723
H 0.491 10.751 -12.007
H 0.025 9.155 -11.374
H 1.699 9.760 -11.305
H -0.829 10.777 -9.899
H 0.671 11.683 -9.885
H 0.322 10.525 -7.998
C -4.274 7.405 -10.294
C -3.416 7.490 -9.042
O -2.737 8.703 -9.137
H -4.944 6.545 -10.252
H -3.688 7.345 -11.211
H -4.949 8.240 -10.479
H -2.767 6.639 -8.837
H -4.130 7.524 -8.219
H -2.688 9.044 -8.241
C 1.080 5.029 -5.883
C -0.439 4.985 -5.731
C -0.845 4.668 -4.239
O -0.748 3.301 -3.934
C -0.926 3.008 -2.548
N -0.965 6.304 -6.146
H 1.429 4.994 -6.915
H 1.528 4.145 -5.429
H 1.449 5.953 -5.436
H -0.950 4.276 -6.383
H -1.913 4.833 -4.096
H -0.311 5.239 -3.479
H -0.285 3.567 -1.866
H -0.925 1.955 -2.267
H -1.898 3.381 -2.224
H -0.451 7.004 -5.631
H -1.888 6.387 -5.744
C 1.192 4.857 -9.880
C 1.804 6.313 -9.800
C 2.739 6.750 -11.019
O 2.041 6.494 -12.240
C 2.674 7.059 -13.391
N 0.772 7.237 -9.578
H 0.603 4.775 -10.794
H 0.432 4.673 -9.121
H 1.906 4.060 -9.673
H 2.400 6.365 -8.889
H 3.720 6.277 -10.966
H 2.917 7.818 -10.894
H 2.126 6.769 -14.288
H 3.707 6.715 -13.432
H 2.645 8.148 -13.378
H 1.017 8.215 -9.518
H 0.229 7.282 -10.428
```

The calculation puts the energy relative to the best compared isomer or geometry (same formula, charge and spin) at 113.2 kJ/mol. For the largest force on an atom, the calculation gives 5.3 eV Å⁻¹. As for the total charge: -2. The HOMO-LUMO gap comes out at 3.92 eV. The HOMO energy comes out at 0.23 eV.

***

# C12H19IIrN5O3

C12H19IIrN5O3 as an isolated structure (ωB97M-V with the def2-TZVPD basis set, OMol25).

```
41
Properties=species:S:1:pos:R:3
C 1.273 0.211 -3.485
I -1.653 0.122 -2.375
H 0.618 -0.221 -4.340
H 1.954 -0.564 -3.041
H 1.364 1.318 -3.701
C -0.999 3.725 1.266
C -2.193 3.471 0.668
N -2.186 2.146 0.294
C -0.998 1.565 0.623
N -0.245 2.568 1.189
H -0.685 4.670 1.713
H -3.069 4.102 0.507
C 1.903 -3.408 0.895
C 0.700 -1.754 -0.061
N 1.686 -2.041 0.858
H 0.978 -5.036 -0.307
N 0.354 -2.974 -0.583
H 2.658 -3.884 1.555
Ir -0.148 -0.008 -0.392
C 1.208 0.708 -1.492
O 2.230 1.360 -1.504
C 1.103 -3.978 0.005
C -0.612 -3.260 -1.595
H -1.291 -4.045 -1.247
H -0.098 -3.605 -2.496
H -1.186 -2.367 -1.845
C 2.429 -1.176 1.757
H 3.438 -1.598 1.893
H 1.987 -1.154 2.768
H 2.515 -0.167 1.350
C 1.059 2.511 1.833
H 1.397 3.542 1.971
H 1.774 1.965 1.218
H 0.989 2.064 2.829
C -3.394 1.574 -0.247
H -3.136 0.730 -0.896
H -3.881 2.339 -0.859
H -4.045 1.220 0.562
O -0.294 0.046 1.990
N -1.529 -0.235 1.947
O -1.975 -0.486 0.778
```

Its multiplicity is 5. For the largest force on an atom, the calculation gives 5.6 eV Å⁻¹. As for the total charge: -2. The HOMO-LUMO gap (alpha / beta) comes out at 1.74 / 5.03 eV. The expectation value of S² is 6.0234. The HOMO energy (alpha / beta) comes out at 2.65 / -0.66 eV.

***

# C2H3N3O3

C2H3N3O3 as an isolated structure (ωB97M-V with the def2-TZVPD basis set, OMol25).

```
11
Properties=species:S:1:pos:R:3
C -0.832 0.066 0.088
C 1.058 0.924 0.020
H -2.597 0.694 0.993
H -2.601 -0.842 -0.542
H 2.569 -1.291 -0.412
N -2.210 0.275 -0.019
N -0.229 -1.006 -0.149
N 1.146 -0.414 -0.261
O 1.915 -1.244 0.313
O 2.020 1.705 -0.043
O -0.240 1.134 0.012
```

The calculation puts the energy relative to the best compared isomer or geometry (same formula, charge and spin) at 376.0 kJ/mol. For the largest force on an atom, the calculation gives 9.1 eV Å⁻¹. As for the total charge: 0. The HOMO-LUMO gap comes out at 9.76 eV. The HOMO energy comes out at -9.46 eV.

***

# C3H10N2

A 2-piece molecular cluster, C3H10N2 overall (ωB97M-V with the def2-TZVPD basis set, OMol25).

```
15
Properties=species:S:1:pos:R:3
C 2.276 0.257 -2.177
N 2.768 -0.077 -1.061
H 1.183 0.298 -2.255
H 2.787 0.436 -3.128
H 3.693 -0.490 -1.184
C -1.128 1.040 0.381
N -1.388 0.237 1.557
C -1.544 -1.198 1.350
H -2.057 1.246 -0.140
H -0.390 0.563 -0.276
H -0.701 1.988 0.696
H -0.781 0.426 2.334
H -1.853 -1.355 0.321
H -0.616 -1.770 1.504
H -2.247 -1.601 2.078
```

The calculation puts the energy relative to the best compared isomer or geometry (same formula, charge and spin) at 175.8 kJ/mol. For the largest force on an atom, the calculation gives 1.3 eV Å⁻¹. As for the total charge: 0. The HOMO-LUMO gap comes out at 9.34 eV. The HOMO energy comes out at -8.24 eV.

***

# C4H10N4

A 3-piece molecular cluster, C4H10N4 overall (ωB97M-V with the def2-TZVPD basis set, OMol25).

```
18
Properties=species:S:1:pos:R:3
C 11.614 2.290 0.860
C -11.250 0.195 0.859
C 10.828 -1.271 -1.199
C -12.315 -0.629 0.407
N 13.181 -2.075 1.288
N 12.431 -1.746 0.543
N 11.493 3.424 0.887
N 11.651 -1.050 -0.065
H 12.017 1.239 1.026
H -10.752 0.775 0.095
H -10.582 -0.388 1.581
H -11.636 0.971 1.581
H 11.452 -1.795 -2.014
H 9.928 -1.868 -0.934
H 10.523 -0.250 -1.588
H -12.732 -1.265 1.091
H -12.647 -0.575 -0.599
H 10.913 4.221 0.519
```

The calculation puts the energy relative to the best compared isomer or geometry (same formula, charge and spin) at 566.4 kJ/mol. For the largest force on an atom, the calculation gives 3.1 eV Å⁻¹. As for the total charge: +2. The HOMO-LUMO gap comes out at 4.50 eV. The HOMO energy comes out at -13.54 eV.